(1)
{"formula": "C4H12", "method": "ωB97M-V/def2-TZVPD", "symbols": ["C", "C", "H", "H", "H", "H", "H", "H", "C", "C", "H", "H", "H", "H", "H", "H"], "xyz": [[-1.150, -0.339, 0.037], [-2.645, -0.404, -0.468], [-0.962, -1.218, 0.629], [-0.637, -0.601, -0.897], [-0.692, 0.572, 0.363], [-2.779, 0.434, -1.153], [-3.353, -0.553, 0.338], [-2.832, -1.366, -0.966], [1.925, -0.314, 0.214], [1.863, 1.231, 0.332], [1.327, -0.539, -0.670], [2.930, -0.762, 0.310], [1.462, -0.878, 1.031], [0.892, 1.487, 0.805], [1.857, 1.630, -0.676], [2.793, 1.620, 0.772]], "forces_ev_per_a": [[-1.4, -1.8, -2.5], [1.2, -0.4, 0.7], [0.2, 0.1, 0.9], [0.3, 0.3, 0.2], [-0.5, 0.4, 0.6], [-0.8, -0.1, 0.2], [-0.3, 1.1, 0.3], [0.6, 0.4, -0.5], [0.0, -0.1, 0.7], [0.2, -1.0, 0.1], [0.8, -0.7, -0.1], [-0.1, 0.5, -1.1], [-0.5, 0.6, 0.1], [1.1, 0.4, 0.1], [-0.1, 0.2, -0.2], [-0.7, 0.2, 0.5]], "e_above_lowest_kj_mol": 91.08, "charge": 0, "multiplicity": 1, "smiles": "CC.CC", "e_homo_ev": -11.24, "energy_ev": -4341.5843}

(2)
{"formula": "C11H17NO2", "method": "ωB97M-V/def2-TZVPD", "symbols": ["C", "C", "C", "C", "C", "O", "C", "N", "H", "C", "C", "C", "H", "C", "H", "C", "H", "O", "H", "H", "H", "H", "H", "H", "H", "H", "H", "H", "H", "H", "H"], "xyz": [[-5.333, 0.954, -0.414], [-4.063, 0.102, -0.129], [-3.965, -1.106, 0.218], [-2.694, -1.477, 0.460], [-2.076, -0.447, 0.097], [-3.045, 0.590, -0.072], [-0.742, -0.042, 0.462], [-0.048, -0.202, -1.107], [-0.190, -1.187, -1.283], [1.399, 0.115, -1.115], [2.297, -0.382, -0.160], [2.611, 0.293, 0.993], [2.954, -0.677, 1.799], [4.010, 1.017, 0.715], [3.731, 1.812, -0.016], [4.569, -0.139, -0.109], [5.267, -0.985, 0.407], [3.543, -0.844, -0.797], [5.385, 0.438, -1.067], [4.593, 1.248, 1.636], [1.875, 0.867, 1.315], [1.817, -1.475, 0.211], [1.659, 0.069, -2.079], [1.364, 1.290, -0.767], [-0.560, 1.334, 0.213], [-0.103, -0.421, 1.134], [-2.300, -2.554, 0.799], [-4.892, -1.735, 0.304], [-5.577, 1.745, 0.312], [-5.210, 1.334, -1.423], [-6.277, 0.463, -0.538]], "forces_ev_per_a": [[0.8, 0.0, -0.4], [-16.7, -0.7, -0.9], [-8.1, -9.3, 1.6], [-0.2, -8.4, 1.6], [4.1, 6.4, 2.1], [17.4, 8.5, -1.1], [1.1, 6.9, -9.0], [0.3, -0.3, 3.0], [0.2, -0.5, -0.2], [-4.7, 5.7, 2.0], [0.0, -9.5, -1.7], [6.8, -2.5, 5.2], [-1.3, 3.3, -1.6], [-2.0, -1.6, -0.5], [0.9, 0.1, 1.0], [5.1, -0.4, -3.0], [-1.6, 2.4, -0.7], [-0.2, 1.8, 1.2], [-2.3, -1.9, 2.8], [-0.6, 0.2, -1.0], [-3.2, 2.6, 2.0], [0.7, 2.3, -1.0], [1.6, -0.3, -3.5], [0.0, -1.9, -1.5], [-0.9, -4.1, 1.9], [1.6, -1.6, 2.8], [-0.9, 3.0, -0.9], [1.2, 0.4, 0.0], [0.8, -0.1, -0.3], [0.3, 0.8, 0.0], [-0.2, -1.3, 0.4]], "e_above_lowest_kj_mol": 1089.51, "charge": 0, "multiplicity": 1, "e_homo_ev": -8.28, "energy_ev": -17257.0001}

(3)
{"formula": "C28H22GeIrN2O8Se4", "method": "ωB97M-V/def2-TZVPD", "symbols": ["Ir", "Se", "Se", "Se", "Se", "O", "C", "O", "C", "C", "Ge", "C", "C", "C", "C", "C", "C", "C", "C", "C", "C", "C", "C", "C", "C", "C", "C", "C", "C", "H", "H", "H", "H", "H", "H", "H", "H", "H", "H", "H", "H", "H", "H", "H", "H", "H", "H", "H", "O", "C", "O", "C", "C", "C", "C", "C", "C", "N", "O", "O", "N", "O", "O", "H", "H", "H"], "xyz": [[0.216, 0.365, 1.083], [-0.435, -0.115, 3.317], [0.112, 1.919, 4.228], [-1.222, 3.341, 2.993], [-1.119, 2.325, 0.849], [2.627, 3.287, 1.906], [2.244, 2.410, 1.171], [1.989, 1.168, 1.524], [2.102, 2.666, -0.335], [1.593, 1.474, -1.151], [0.983, 1.912, -2.959], [1.410, 0.397, -4.099], [0.958, -0.873, -3.725], [1.270, -1.989, -4.488], [2.043, -1.854, -5.635], [2.493, -0.600, -6.020], [2.175, 0.518, -5.257], [1.919, 3.491, -3.606], [1.232, 4.616, -4.058], [1.919, 5.741, -4.501], [3.305, 5.753, -4.503], [4.005, 4.638, -4.061], [3.316, 3.520, -3.617], [-0.934, 2.225, -2.975], [-1.804, 1.374, -3.653], [-3.179, 1.564, -3.592], [-3.702, 2.610, -2.846], [-2.849, 3.470, -2.168], [-1.476, 3.280, -2.237], [3.079, 3.012, -0.679], [1.428, 3.520, -0.441], [0.701, 1.025, -0.659], [2.347, 0.688, -1.213], [0.351, -0.992, -2.831], [0.910, -2.965, -4.188], [2.294, -2.726, -6.226], [3.094, -0.491, -6.915], [2.529, 1.494, -5.569], [0.149, 4.616, -4.066], [1.369, 6.610, -4.841], [3.840, 6.629, -4.845], [5.088, 4.644, -4.057], [3.876, 2.656, -3.272], [-1.409, 0.549, -4.234], [-3.842, 0.885, -4.113], [-4.775, 2.749, -2.786], [-3.251, 4.284, -1.577], [-0.824, 3.964, -1.705], [-1.254, -0.311, -1.869], [-1.837, -0.478, -0.807], [-1.302, -0.789, 0.321], [-3.340, -0.300, -0.767], [-4.032, -0.182, -1.964], [-5.397, 0.015, -1.928], [-6.105, 0.114, -0.749], [-5.379, 0.011, 0.420], [-4.014, -0.200, 0.444], [-6.118, 0.139, 1.707], [-7.328, 0.232, 1.647], [-5.468, 0.139, 2.726], [-6.141, 0.134, -3.210], [-7.351, 0.208, -3.153], [-5.493, 0.151, -4.235], [-3.496, -0.239, -2.901], [-7.172, 0.272, -0.741], [-3.474, -0.281, 1.378]], "forces_ev_per_a": [[0.8, 0.1, -0.5], [-0.5, -0.4, -0.3], [0.6, 0.3, 0.3], [-0.4, 0.2, 0.3], [0.0, -0.2, 0.0], [0.1, -0.1, 0.1], [0.0, -0.1, -0.4], [0.2, 0.3, 1.0], [-0.4, 0.1, -0.1], [0.6, 0.2, 0.4], [-0.3, -0.1, -0.2], [0.0, -0.2, -0.1], [0.1, -0.1, 0.1], [0.1, 0.1, -0.1], [0.0, 0.0, 0.0], [0.0, 0.0, 0.0], [0.0, 0.0, 0.0], [0.1, 0.1, 0.0], [0.0, 0.0, 0.0], [0.0, 0.0, 0.0], [0.0, 0.0, 0.0], [0.0, 0.0, 0.0], [0.0, 0.0, 0.0], [-0.1, 0.4, -0.1], [0.0, 0.6, -0.3], [0.7, 0.9, -0.9], [0.2, 0.3, 0.0], [-0.2, 0.0, 0.0], [0.1, -0.1, -0.2], [0.0, -0.1, -0.1], [0.1, 0.0, 0.0], [-0.3, 0.0, -0.6], [0.0, 0.0, 0.0], [0.2, 0.0, -0.2], [0.0, 0.0, 0.0], [0.0, 0.0, 0.0], [0.0, 0.0, 0.0], [0.0, 0.0, 0.0], [0.0, 0.0, 0.0], [0.0, 0.0, 0.0], [0.0, 0.0, 0.0], [0.0, 0.0, 0.0], [0.0, 0.0, 0.0], [0.0, 0.0, 0.0], [0.6, 0.8, -0.2], [0.0, 0.1, 0.0], [0.0, 0.0, 0.0], [0.0, 0.0, 0.0], [-0.1, -0.4, 0.5], [-0.1, -0.1, 0.3], [-0.7, -0.1, 0.3], [0.1, -0.2, 0.0], [0.1, -0.8, 0.3], [-0.4, -0.1, -0.3], [0.0, 0.1, 0.0], [-0.2, 0.1, 0.3], [0.1, 0.0, 0.0], [0.2, -0.1, -0.4], [-0.1, 0.0, 0.0], [0.0, 0.0, 0.1], [0.0, -0.2, 0.8], [0.0, 0.1, -0.1], [-0.6, -0.5, -0.3], [-0.2, -0.7, 0.7], [0.0, 0.0, 0.0], [0.0, 0.0, 0.0]], "e_above_lowest_kj_mol": 114.93, "charge": -1, "multiplicity": 1, "e_homo_ev": -4.58, "energy_ev": -369491.1673}